Record 1
A structure of composition C23H48EuNOP3S at a distorted geometry. Source: the OMol25 dataset; level of theory: ωB97M-V/def2-TZVPD.

Geometry as ORCA input:
```
! wB97M-V def2-TZVPD RIJCOSX def2/J DEFGRID3
* xyz 3 7
Eu -0.0413 0.0396 -0.4160
P 1.9292 1.4544 1.3301
P -1.4181 2.4313 0.6980
P 2.2346 -1.9297 -0.7671
H -3.5339 2.6548 -3.1652
C -3.4058 1.7169 -3.7229
C -4.0062 0.5543 -3.4187
H -4.6379 0.3872 -2.5330
C 2.8249 2.6473 0.2552
C 1.8089 2.4855 2.8406
C 3.3167 0.3630 1.8254
C -3.0778 2.1922 -0.0441
C -1.9071 2.6068 2.4604
C -1.0962 4.1882 0.2930
C 1.2587 -3.0864 -1.8152
C 3.1284 -3.1629 0.2534
C 3.5820 -1.4491 -1.9232
H -2.7853 1.7759 -4.6265
H -3.9222 -0.2932 -4.1107
H 3.6293 3.1165 0.8383
H 2.1221 3.4139 -0.0997
H 3.2460 2.1182 -0.6104
H 2.8046 2.8988 3.0574
H 1.4840 1.8782 3.6974
H 1.0980 3.3097 2.7000
H 4.0044 0.9252 2.4735
H 3.8593 -0.0101 0.9462
H 2.9196 -0.4987 2.3798
H -3.6647 3.1117 0.0932
H -3.5812 1.3622 0.4722
H -3.0239 1.9537 -1.1169
H -2.6369 3.4228 2.5604
H -1.0324 2.8317 3.0838
H -2.3578 1.6711 2.8181
H -1.9037 4.8161 0.6952
H -1.0443 4.3030 -0.7985
H -0.1350 4.4982 0.7273
H 1.8495 -3.3910 -2.6882
H 0.3227 -2.6283 -2.1694
H 1.0136 -3.9678 -1.2073
H 3.9114 -3.6683 -0.3301
H 2.4124 -3.9138 0.6160
H 3.5932 -2.6651 1.1149
H 3.7394 -2.2493 -2.6580
H 4.5029 -1.2911 -1.3450
H 3.3291 -0.5198 -2.4513
C 0.4374 0.2366 -4.7567
C 1.5528 0.7036 -5.4913
C 1.5067 0.7515 -6.8806
C 0.3533 0.3221 -7.5524
C -0.7362 -0.1849 -6.8362
C -0.6894 -0.2495 -5.4427
S 0.4986 0.2317 -3.0200
H -0.8308 0.4751 -2.5222
H 2.4493 1.0272 -4.9552
H 2.3698 1.1212 -7.4366
H 0.3075 0.3703 -8.6432
H -1.6193 -0.5421 -7.3738
H -1.5268 -0.6580 -4.8712
O -0.8841 -1.0288 1.4014
C -1.2292 -1.3381 2.5782
C -2.1102 -2.5113 2.8561
C -1.4236 -3.5691 3.7197
C -1.4761 -3.2658 5.2128
C -0.6981 -2.0266 5.6394
C -1.1920 -0.7270 5.0019
N -0.7865 -0.5894 3.5963
H -3.0216 -2.1460 3.3539
H -2.3727 -2.9239 1.8783
H -1.9367 -4.5210 3.5554
H -0.3807 -3.7139 3.4056
H -2.5275 -3.1471 5.5101
H -1.0661 -4.1219 5.7603
H -0.7970 -1.9038 6.7261
H 0.3759 -2.1459 5.4368
H -2.2924 -0.6629 5.0630
H -0.7691 0.1298 5.5457
H -0.1985 0.2044 3.3287
*
```

Properties
HOMO-LUMO gap (alpha / beta) = 0.18116 / 0.27860 Ha
E = -3166.8063 a.u.
F_max = 2.49 eV Å⁻¹
relative energy (zero: lowest compared OMol25 entry of this formula, charge and spin) = 0.00 kJ/mol

These are the Löwdin partial charges, in e, on atoms 1 to 4:
1 Eu 1.405
2 P 0.679
3 P 0.695
4 P 0.704

Record 2
A structure of composition C23H48IrO5P4 at a distorted geometry. Source: the OMol25 dataset; level of theory: ωB97M-V/def2-TZVPD.

Geometry as ORCA input:
```
! wB97M-V def2-TZVPD RIJCOSX def2/J DEFGRID3
* xyz 4 6
P -3.1288 2.4871 0.7675
C -4.6913 1.8033 1.4226
H -5.5178 2.2761 0.8813
H -4.7194 2.0219 2.4975
H -4.6682 0.7131 1.2744
C -3.2786 4.2798 1.1103
H -2.4373 4.7932 0.6214
H -3.1989 4.4109 2.1983
H -4.2396 4.6461 0.7307
C -3.4459 2.4634 -1.0390
H -4.3158 3.0923 -1.2674
H -3.6358 1.4350 -1.3717
H -2.5708 2.8323 -1.5925
P 0.9384 -2.0839 -2.9742
C -0.0343 -3.4781 -2.3078
H 0.2169 -4.4264 -2.8043
H -1.1087 -3.2533 -2.4034
H 0.1772 -3.5452 -1.2274
C 0.3718 -1.7078 -4.6666
H 0.9595 -0.8611 -5.0573
H -0.6740 -1.3658 -4.5969
H 0.4515 -2.5810 -5.3282
C 2.6808 -2.6147 -3.1031
H 2.8070 -3.4131 -3.8487
H 3.0263 -2.9530 -2.1124
H 3.2901 -1.7358 -3.3705
P 2.5303 -0.4589 2.3750
C 1.9992 -1.6525 3.5677
H 2.5962 -1.5049 4.4795
H 2.1627 -2.6669 3.1717
H 0.9274 -1.5077 3.7774
C 4.2242 -0.3804 1.8104
H 4.8727 -0.0284 2.6288
H 4.2919 0.3011 0.9433
H 4.5380 -1.3840 1.4826
C 1.9210 1.2033 2.6745
H 2.5241 1.6890 3.4572
H 0.8676 1.1382 2.9855
H 1.9693 1.7837 1.7372
Ir 1.0699 0.8727 -1.4270
C -0.6248 -0.0137 -1.2102
O -1.5440 -0.6570 -0.9149
C 1.6077 -0.7835 0.7716
O 0.9114 -1.5550 0.1712
C 2.9830 1.3286 -2.0383
C 2.6417 2.1530 -0.9778
C 1.4302 2.8378 -0.9768
C 0.5639 2.7270 -2.0647
C 0.9216 1.9256 -3.1602
C 2.1296 1.2099 -3.1322
H 3.8253 0.6454 -1.9660
H 3.2518 2.1673 -0.0811
H 1.0859 3.3536 -0.0819
H -0.4185 3.1826 -2.0237
H 0.2116 1.7383 -3.9498
H 2.3122 0.4517 -3.8828
C -1.5923 -4.1357 1.8605
C -2.2592 -2.8780 1.3799
O -1.5730 -1.7318 1.9692
P -2.4040 -0.5096 2.6928
O -3.3421 -1.3015 3.7700
C -2.8434 -2.1908 4.8230
C -3.9409 -3.1845 5.0818
O -1.1764 0.0743 3.6450
C -1.4667 0.8935 4.8246
C -2.7187 1.7233 4.7075
H -0.5152 -4.1168 1.6634
H -2.0245 -4.9917 1.3341
H -1.7532 -4.2853 2.9351
H -2.1734 -2.7628 0.2945
H -3.3289 -2.8741 1.6438
H -1.9176 -2.6872 4.4913
H -2.6265 -1.5930 5.7177
H -4.1315 -3.7920 4.1920
H -3.6517 -3.8470 5.9015
H -4.8670 -2.6718 5.3624
H -1.5130 0.2286 5.6964
H -0.5853 1.5355 4.9492
H -3.6230 1.1016 4.7169
H -2.7650 2.3822 5.5801
H -2.7084 2.3526 3.8095
*
```

Properties
HOMO-LUMO gap (alpha / beta) = 0.20819 / 0.13055 Ha
E = -2749.4123 a.u.
F_max = 9.81 eV Å⁻¹

These are the Löwdin partial charges, in e, on atoms 1 to 4:
1 P 0.936
2 C -0.255
3 H 0.079
4 H 0.051

Record 3
A cluster of 4 separate species, C23H48N4O13S in total at a distorted geometry. Source: the OMol25 dataset; level of theory: ωB97M-V/def2-TZVPD.

Geometry as ORCA input:
```
! wB97M-V def2-TZVPD RIJCOSX def2/J DEFGRID3
* xyz 0 1
O -3.2248 0.4884 -3.5387
N -2.9601 1.5846 -3.6995
O -2.2763 2.1283 -2.5110
C -2.0889 3.4565 -2.5660
C -2.8658 4.4311 -2.1363
C -4.1891 4.4713 -1.4965
S -5.4624 3.8214 -2.5980
O -5.7909 2.4839 -2.2277
O -5.0373 4.1051 -3.9328
C -2.1311 5.7041 -2.3659
O -2.4745 6.8065 -2.0469
O -0.9540 5.4123 -2.9830
C -0.8206 4.0403 -3.0831
O 0.1693 3.5110 -3.4941
H -4.4531 5.5106 -1.3499
H -4.2169 3.9856 -0.5344
H -6.5465 4.6036 -2.3646
C 1.1340 -1.3188 -0.3001
O 0.0997 -1.4625 -1.2513
C -0.0133 -0.3509 -2.1322
C 0.3922 -0.7192 -3.5424
N 1.8245 -0.9691 -3.6383
C 2.2572 -1.5513 -4.9055
C 1.7364 -2.9350 -5.2811
O 2.2124 -3.9825 -4.4574
C 1.4802 -4.2046 -3.2665
H 1.0354 -2.1188 0.4322
H 2.1271 -1.3896 -0.7585
H 1.0511 -0.3609 0.2227
H 0.5709 0.5001 -1.7682
H -1.0604 -0.0535 -2.1392
H 0.1314 0.1055 -4.2133
H -0.2030 -1.5950 -3.8354
H 2.0990 -1.5888 -2.8886
H 3.3479 -1.6087 -4.8756
H 2.0008 -0.8545 -5.7097
H 2.1102 -3.1581 -6.2837
H 0.6422 -2.9680 -5.3439
H 0.4189 -3.9774 -3.3917
H 1.8826 -3.6246 -2.4313
H 1.5801 -5.2602 -3.0112
C 2.6177 -2.6375 4.0306
O 1.5365 -2.9141 3.1598
C 1.2324 -4.3027 3.0631
C -0.0987 -4.6175 3.7124
N -0.0292 -4.3839 5.1473
C -1.3050 -4.4416 5.8570
C -2.4197 -3.4853 5.4411
O -2.1492 -2.1108 5.6394
C -1.4824 -1.5154 4.5404
H 2.8668 -1.5830 3.9196
H 2.3581 -2.8209 5.0785
H 3.4977 -3.2328 3.7721
H 2.0339 -4.8960 3.5112
H 1.1755 -4.5675 2.0032
H -0.3551 -5.6621 3.5152
H -0.8599 -3.9872 3.2333
H 0.3729 -3.4675 5.2873
H -1.0780 -4.2603 6.9101
H -1.7001 -5.4601 5.7918
H -3.2872 -3.7196 6.0635
H -2.7333 -3.6439 4.4025
H -1.7670 -1.9850 3.5957
H -0.3972 -1.5633 4.6642
H -1.7600 -0.4612 4.4991
C 3.3180 4.4709 -0.0516
O 3.0542 3.2064 -0.6267
C 3.4005 2.1017 0.1965
C 2.1671 1.3668 0.6749
N 1.4070 2.1649 1.6294
C 0.0921 1.6219 1.9573
C -0.9412 1.4995 0.8399
O -1.4105 2.7336 0.3299
C -0.6167 3.3140 -0.6905
H 3.1672 5.2201 -0.8264
H 2.6414 4.6930 0.7811
H 4.3508 4.5382 0.3018
H 4.0176 2.4197 1.0417
H 3.9975 1.4169 -0.4120
H 2.4751 0.4347 1.1581
H 1.5765 1.1055 -0.2138
H 1.2878 3.0962 1.2552
H -0.3338 2.2639 2.7323
H 0.2300 0.6333 2.4088
H -1.8185 1.0070 1.2679
H -0.5961 0.8580 0.0203
H -0.1308 2.5565 -1.3104
H 0.1376 3.9895 -0.2791
H -1.2767 3.9084 -1.3239
*
```

Properties
HOMO-LUMO gap = 0.26549 Ha
E = -2500.1289 a.u.
F_max = 3.46 eV Å⁻¹

These are the Löwdin partial charges, in e, on atoms 1 to 4:
1 O 0.154
2 N 0.089
3 O 0.018
4 C -0.257

Record 4
A cluster of 6 separate species, C23H48O10S6 in total at a distorted geometry. Source: the OMol25 dataset; level of theory: ωB97M-V/def2-TZVPD.

Geometry as ORCA input:
```
! wB97M-V def2-TZVPD RIJCOSX def2/J DEFGRID3
* xyz 0 1
C -1.7131 2.4173 -1.6102
C -0.7855 1.2436 -1.4936
C -0.9449 0.3139 -0.4659
C -0.0963 -0.7805 -0.3732
C 0.9430 -1.0262 -1.2833
C 1.7388 -2.3063 -1.0558
C 3.0648 -2.4738 -1.7711
C 0.8315 -3.5196 -1.3201
C 1.0886 -0.0774 -2.2875
O 2.0713 -0.2035 -3.2874
C 3.2572 0.4860 -3.0672
O 3.4734 0.7327 -1.6686
S 4.0683 2.2397 -1.4077
O 2.9106 3.0741 -1.2080
O 4.6707 1.9103 0.0485
C 3.7299 1.3575 1.0024
C 4.5343 0.7052 2.0904
O 4.0296 -0.0384 2.8671
C 0.2503 1.0282 -2.3932
H -2.6828 2.1657 -1.1948
H -1.2930 3.2585 -1.0601
H -1.8492 2.7192 -2.6459
H -1.7474 0.4393 0.2508
H -0.2619 -1.4977 0.4185
H 1.9527 -2.3372 0.0144
H 3.4858 -3.4493 -1.5584
H 2.8921 -2.4559 -2.8476
H 3.7814 -1.6892 -1.5514
H -0.1551 -3.3461 -0.9102
H 1.2469 -4.3519 -0.7522
H 0.7996 -3.7853 -2.3715
H 3.2495 1.4423 -3.5989
H 4.0779 -0.1282 -3.4321
H 3.1055 2.1588 1.3914
H 3.0798 0.6080 0.5571
H 5.6147 0.9266 2.1049
H 0.3999 1.7463 -3.1877
C -6.0432 1.0912 2.2677
S -5.2079 0.7077 0.7339
O -3.7419 0.8109 0.9878
C -5.7019 2.2070 -0.1222
H -5.8338 0.2889 2.9727
H -5.6642 2.0339 2.6657
H -7.1173 1.1491 2.0746
H -5.3526 3.0779 0.4331
H -6.7882 2.2185 -0.2133
H -5.2488 2.1951 -1.1118
C -4.2451 -4.1414 -1.4500
S -3.4339 -4.4970 -3.0146
O -1.9737 -4.4667 -2.7601
C -3.8584 -2.9362 -3.7996
H -4.0623 -4.9814 -0.7831
H -3.8265 -3.2314 -1.0188
H -5.3174 -4.0303 -1.6123
H -3.4652 -2.1104 -3.2056
H -4.9420 -2.8598 -3.8929
H -3.4042 -2.9274 -4.7881
C 6.9679 -3.0403 -0.3578
S 6.1198 -3.9949 0.9080
O 4.6778 -3.9857 0.5609
C 6.3481 -2.7979 2.2295
H 6.9022 -3.5945 -1.2918
H 6.4826 -2.0703 -0.4716
H 8.0144 -2.9152 -0.0796
H 5.9051 -1.8447 1.9401
H 7.4127 -2.6797 2.4324
H 5.8470 -3.1808 3.1157
C 7.0678 3.2299 4.4205
S 7.8705 3.2963 2.8131
O 9.3324 3.2064 3.0484
C 7.4892 5.0205 2.4815
H 7.2234 2.2338 4.8297
H 7.5119 3.9729 5.0829
H 5.9993 3.4130 4.3025
H 7.9047 5.6448 3.2724
H 6.4081 5.1479 2.4220
H 7.9410 5.2837 1.5277
C -11.0932 0.7565 2.3470
S -10.2492 0.3848 0.8073
O -8.7870 0.4739 1.0839
C -10.7129 1.8976 -0.0415
H -10.8914 -0.0558 3.0418
H -10.7153 1.6934 2.7564
H -12.1655 0.8228 2.1647
H -10.3610 2.7592 0.5261
H -11.7963 1.9308 -0.1538
H -10.2446 1.8859 -1.0234
*
```

Properties
HOMO-LUMO gap = 0.30322 Ha
E = -4046.4754 a.u.
F_max = 1.21 eV Å⁻¹

These are the Löwdin partial charges, in e, on atoms 1 to 4:
1 C -0.041
2 C -0.260
3 C -0.027
4 C -0.022